Model one:
Density functional theory data (ωB97M-V/def2-TZVPD) for a single HNO3S molecule.

ORCA input file:
```
! wB97M-V def2-TZVPD RIJCOSX def2/J DEFGRID3
* xyz 0 1
O -2.43 -0.02 -0.79
S -1.83 0.16 0.49
O -0.55 -1.00 0.41
N -0.64 1.72 0.36
O 0.18 1.74 -0.51
H -0.03 -0.80 1.22
*
```

Calculated values
SMILES: O=S(O)#[N+][O-]

=====

Model two:
Density functional theory data (ωB97M-V/def2-TZVPD) for a single HNO3S molecule.

ORCA input file:
```
! wB97M-V def2-TZVPD RIJCOSX def2/J DEFGRID3
* xyz 0 1
N -0.94 0.42 -1.02
O -1.06 0.92 -2.08
O 0.31 0.48 -0.45
O -0.47 -1.00 1.67
S 0.52 -0.04 1.21
H 1.64 -0.78 0.67
*
```

=====

Stability check: which of them is most stable? model one.

=====

Model one:
Density functional theory data (ωB97M-V/def2-TZVPD) for a molecular structure, C36H87F2N10O11S2V.

ORCA input file:
```
! wB97M-V def2-TZVPD RIJCOSX def2/J DEFGRID3
* xyz 1 2
O -4.41 0.96 0.96
V -3.42 2.09 1.43
N -1.73 0.90 1.06
S -1.26 -0.13 -0.21
O -0.95 -1.51 0.04
O -0.71 0.49 -1.39
F -2.80 -0.21 -0.76
S -0.57 0.38 1.92
O 0.82 0.48 1.54
O -0.98 -0.71 2.78
F -0.60 1.58 2.97
C 1.53 -3.20 -1.52
C 1.95 -2.10 -0.58
N 3.42 -2.13 -0.29
C 3.87 -3.31 0.49
C 5.27 -3.69 0.02
C 3.81 -0.85 0.27
C 3.97 0.23 -0.78
H 0.44 -3.28 -1.57
H 1.86 -4.16 -1.11
H 1.85 -2.91 -2.52
H 1.64 -1.25 -1.19
H 1.41 -1.99 0.36
H 3.18 -4.14 0.43
H 3.79 -3.11 1.56
H 5.93 -2.85 0.21
H 5.47 -3.83 -1.05
H 5.73 -4.53 0.55
H 3.11 -0.60 1.06
H 4.82 -0.98 0.65
H 4.91 0.14 -1.31
H 3.16 0.25 -1.50
H 3.94 1.24 -0.37
C -2.30 -2.68 -3.27
C -2.57 -2.28 -4.69
N -2.17 -0.90 -5.08
C -2.40 -0.67 -6.51
C -1.71 0.68 -6.97
C -2.73 0.14 -4.24
C -4.24 0.29 -4.25
H -2.92 -2.13 -2.55
H -1.29 -2.43 -2.94
H -2.55 -3.72 -3.05
H -2.16 -2.99 -5.40
H -3.65 -2.38 -4.76
H -1.84 -1.44 -7.04
H -3.44 -0.67 -6.85
H -0.66 0.64 -6.68
H -1.69 0.71 -8.06
H -2.15 1.62 -6.64
H -2.30 1.12 -4.43
H -2.29 0.00 -3.25
H -4.70 -0.68 -4.07
H -4.53 0.53 -5.27
H -4.63 0.95 -3.48
C 2.90 4.01 -3.79
C 3.61 2.67 -3.66
N 3.60 1.79 -4.83
C 2.20 1.35 -5.12
C 1.59 0.31 -4.11
C 4.59 0.72 -4.61
C 4.99 0.01 -5.92
H 3.01 4.37 -4.81
H 3.30 4.82 -3.18
H 1.84 3.85 -3.64
H 4.64 2.95 -3.44
H 3.22 2.13 -2.79
H 1.44 2.13 -5.12
H 2.19 0.91 -6.12
H 2.23 -0.54 -3.90
H 1.28 0.69 -3.14
H 0.64 -0.03 -4.52
H 4.29 -0.06 -3.91
H 5.49 1.09 -4.12
H 5.27 0.78 -6.63
H 4.09 -0.53 -6.22
H 5.83 -0.66 -5.74
C -1.25 4.68 2.20
O -1.92 3.66 1.98
N -1.44 5.85 1.64
C -0.57 7.04 1.92
C -2.45 5.98 0.59
H -0.49 4.72 3.00
H 0.20 6.82 2.66
H -1.07 7.96 2.22
H -0.01 7.35 1.04
H -2.76 5.11 0.01
H -3.29 6.53 1.01
H -1.94 6.60 -0.14
C -4.28 -4.12 1.03
O -4.77 -4.95 0.30
N -3.34 -4.33 1.99
C -2.77 -5.62 2.38
C -2.71 -3.11 2.56
H -4.58 -3.06 0.99
H -1.80 -5.77 1.91
H -3.41 -6.50 2.38
H -2.60 -5.58 3.46
H -2.66 -3.20 3.65
H -1.67 -3.04 2.24
H -3.25 -2.17 2.47
C 1.20 0.66 6.81
O 0.04 0.81 6.46
N 2.25 1.18 6.13
C 3.59 0.85 6.41
C 1.95 1.93 4.87
H 1.51 0.09 7.69
H 4.32 1.61 6.13
H 3.79 0.01 5.75
H 3.84 0.51 7.42
H 2.60 2.80 4.94
H 2.25 1.51 3.91
H 0.94 2.32 4.74
C 1.93 -4.77 5.52
O 2.78 -5.58 5.23
N 1.35 -3.95 4.67
C 0.49 -2.83 5.18
C 1.73 -3.96 3.24
H 1.62 -4.67 6.57
H -0.38 -2.86 4.52
H 0.96 -1.85 5.20
H 0.18 -3.11 6.19
H 1.74 -4.93 2.76
H 0.99 -3.34 2.74
H 2.73 -3.52 3.17
C -3.09 0.74 4.67
O -3.55 1.09 3.55
N -3.61 -0.22 5.47
C -2.97 -0.74 6.67
C -4.68 -1.07 4.94
H -2.20 1.19 5.13
H -3.58 -1.01 7.52
H -2.26 0.00 7.04
H -2.41 -1.63 6.38
H -5.27 -0.65 4.12
H -4.30 -2.05 4.65
H -5.31 -1.21 5.81
C -2.85 2.96 -1.92
O -3.14 2.53 -0.80
N -1.69 3.46 -2.37
C -1.51 3.98 -3.72
C -0.48 3.51 -1.52
H -3.64 3.07 -2.68
H -0.92 3.23 -4.24
H -0.99 4.93 -3.72
H -2.44 3.84 -4.28
H -0.54 2.83 -0.67
H 0.41 3.18 -2.05
H -0.33 4.50 -1.08
*
```

Calculated values
<S²>: 0.8092

=====

Model two:
Density functional theory data (ωB97M-V/def2-TZVPD) for a molecular structure, C36H87F2N10O11S2V.

ORCA input file:
```
! wB97M-V def2-TZVPD RIJCOSX def2/J DEFGRID3
* xyz 1 2
O 9.90 -15.33 -15.31
V 10.27 -14.82 -13.88
N 11.55 -13.25 -14.24
S 12.64 -13.11 -15.55
O 13.77 -13.92 -15.40
O 12.72 -11.88 -16.21
F 11.73 -13.93 -16.53
S 11.92 -11.92 -13.41
O 11.42 -10.73 -13.99
O 13.16 -11.95 -12.74
F 10.92 -12.12 -12.18
C 15.53 -6.05 -12.22
C 15.10 -7.09 -13.27
N 15.41 -6.75 -14.65
C 14.85 -7.76 -15.55
C 13.46 -8.23 -15.22
C 16.86 -6.67 -14.83
C 17.27 -6.39 -16.28
H 16.47 -5.54 -12.46
H 15.73 -6.55 -11.27
H 14.76 -5.29 -12.12
H 15.55 -8.08 -13.02
H 14.04 -7.26 -13.10
H 15.55 -8.60 -15.65
H 14.80 -7.29 -16.54
H 13.33 -8.92 -14.38
H 13.15 -8.92 -16.02
H 12.72 -7.44 -15.08
H 17.19 -5.79 -14.27
H 17.43 -7.52 -14.43
H 17.09 -7.24 -16.95
H 16.87 -5.45 -16.65
H 18.37 -6.35 -16.31
C 10.25 -10.39 -7.77
C 11.20 -10.46 -8.95
N 12.33 -9.59 -8.85
C 11.95 -8.16 -8.77
C 12.88 -7.39 -7.84
C 13.32 -9.78 -9.90
C 14.03 -11.12 -9.78
H 9.56 -11.25 -7.79
H 9.57 -9.54 -7.85
H 10.75 -10.43 -6.81
H 11.57 -11.50 -8.93
H 10.63 -10.36 -9.90
H 11.91 -7.73 -9.78
H 10.94 -8.05 -8.40
H 13.94 -7.59 -8.07
H 12.80 -6.31 -7.94
H 12.71 -7.69 -6.81
H 14.06 -8.98 -9.87
H 12.82 -9.69 -10.89
H 14.37 -11.16 -8.74
H 14.89 -11.20 -10.44
H 13.31 -11.93 -9.89
C 12.21 -15.14 -19.80
C 11.84 -14.62 -21.19
N 11.54 -13.19 -21.24
C 12.63 -12.35 -20.74
C 12.22 -10.93 -20.55
C 11.17 -12.73 -22.57
C 10.24 -13.66 -23.31
H 12.49 -16.19 -19.93
H 11.35 -15.16 -19.12
H 12.95 -14.56 -19.27
H 12.66 -14.87 -21.90
H 10.94 -15.13 -21.51
H 12.99 -12.72 -19.78
H 13.49 -12.43 -21.44
H 13.01 -10.34 -20.07
H 12.12 -10.40 -21.50
H 11.30 -10.79 -19.98
H 12.07 -12.52 -23.19
H 10.64 -11.78 -22.50
H 9.39 -13.86 -22.66
H 10.62 -14.64 -23.58
H 9.89 -13.20 -24.24
C 12.61 -17.35 -14.23
O 11.92 -16.35 -14.07
N 13.10 -17.71 -15.40
C 13.72 -19.01 -15.60
C 12.82 -16.88 -16.57
H 12.84 -18.02 -13.40
H 14.62 -18.91 -16.19
H 13.02 -19.66 -16.13
H 13.88 -19.52 -14.65
H 12.86 -17.47 -17.49
H 11.89 -16.38 -16.38
H 13.62 -16.14 -16.67
C 7.62 -7.87 -15.78
O 7.16 -6.86 -15.32
N 8.92 -8.10 -16.00
C 9.48 -9.41 -16.30
C 9.95 -7.10 -15.73
H 6.98 -8.72 -16.10
H 10.28 -9.60 -15.59
H 9.90 -9.40 -17.31
H 8.70 -10.17 -16.30
H 10.56 -7.06 -16.64
H 9.47 -6.13 -15.60
H 10.49 -7.42 -14.85
C 9.46 -12.49 -18.52
O 9.31 -12.98 -17.41
N 8.48 -11.93 -19.26
C 8.86 -10.99 -20.32
C 7.20 -11.71 -18.64
H 10.45 -12.42 -19.01
H 8.05 -10.87 -21.03
H 9.75 -11.38 -20.80
H 9.01 -9.99 -19.90
H 6.89 -12.59 -18.09
H 7.22 -10.83 -17.98
H 6.47 -11.46 -19.41
C 17.70 -13.58 -18.20
O 17.63 -13.17 -19.33
N 16.69 -14.19 -17.52
C 16.94 -14.87 -16.28
C 15.36 -14.14 -18.02
H 18.64 -13.52 -17.62
H 16.65 -15.93 -16.40
H 16.32 -14.52 -15.45
H 17.99 -14.87 -16.03
H 14.75 -13.42 -17.48
H 15.43 -13.73 -19.03
H 14.86 -15.09 -18.16
C 7.97 -12.71 -12.98
O 8.53 -13.73 -13.47
N 7.90 -12.37 -11.71
C 7.67 -10.98 -11.35
C 8.46 -13.20 -10.67
H 7.38 -12.09 -13.66
H 6.98 -10.95 -10.50
H 7.16 -10.39 -12.11
H 8.60 -10.50 -11.05
H 9.42 -12.84 -10.33
H 7.77 -13.19 -9.82
H 8.54 -14.24 -10.96
C 11.73 -15.18 -10.82
O 11.18 -14.97 -11.92
N 13.01 -15.27 -10.63
C 13.54 -15.24 -9.27
C 13.98 -15.04 -11.69
H 11.14 -15.31 -9.90
H 14.36 -15.96 -9.19
H 12.79 -15.53 -8.54
H 13.94 -14.25 -9.06
H 14.53 -14.13 -11.41
H 14.64 -15.89 -11.81
H 13.48 -14.77 -12.62
*
```

Calculated values
<S²>: 0.7788

=====

Stability check: which of them is most stable? model two.

=====

Model one:
Density functional theory data (ωB97M-V/def2-TZVPD) for 2 unconnected molecules or ions with the total composition C3HCl3O.

ORCA input file:
```
! wB97M-V def2-TZVPD RIJCOSX def2/J DEFGRID3
* xyz 0 1
C -1.72 -0.52 0.08
C 0.22 0.67 -0.21
C 1.36 -0.06 -0.04
O -2.03 -1.29 -0.75
Cl -0.01 2.38 -0.18
Cl 2.93 0.71 0.15
Cl 1.45 -1.73 0.09
H -2.20 -0.16 0.86
*
```

=====

Model two:
Density functional theory data (ωB97M-V/def2-TZVPD) for 2 unconnected molecules or ions with the total composition C3HCl3O.

ORCA input file:
```
! wB97M-V def2-TZVPD RIJCOSX def2/J DEFGRID3
* xyz 0 1
C 0.90 0.69 0.00
C -0.91 -0.78 0.03
C -0.57 0.50 0.01
O 1.61 1.60 -0.02
Cl -2.43 -1.47 0.04
Cl -1.51 1.89 -0.24
Cl 2.85 -0.97 -0.07
H 0.05 -1.46 0.24
*
```

=====

Stability check: which of them is most stable? model two.